146
Properties=species:S:1:pos:R:3:forces:R:3 method="wB97M-V/def2-TZVPD" lumo_energy_ev=-2.8 charge=+1 fmax_ha_per_bohr=0.1237 total_energy_ev=-179440.8993 mol_weight_da=1185.5
Zn -13.08095 1.47460 -16.47200 -1.173 -0.496 0.335
N -11.68656 2.45298 -15.63096 5.019 3.114 2.357
S -11.41942 4.03238 -15.16155 -3.660 4.976 0.912
O -10.88634 4.89129 -16.22586 -0.343 -2.376 2.102
O -11.06211 4.23764 -13.75545 -0.196 -0.757 -2.852
F -12.98062 4.49869 -15.11927 1.236 -0.800 -0.245
S -10.00529 2.14015 -15.51692 3.054 -5.118 -1.314
O -9.34861 2.25576 -14.21467 -1.666 0.501 -2.498
O -9.24086 2.32276 -16.75309 -1.752 0.882 2.227
F -10.23394 0.54739 -15.61483 -0.203 0.235 0.330
C -19.44279 4.93171 -10.79902 -0.510 0.909 -0.328
O -18.07989 4.77674 -10.74984 2.992 -0.536 0.473
C -17.28209 5.72296 -11.49540 0.002 -0.301 1.151
C -15.74297 5.67950 -11.20404 -0.835 -1.159 -0.758
O -15.13381 4.48595 -11.72717 -1.151 0.571 0.696
C -13.80941 4.27385 -11.29126 -0.650 0.739 0.052
C -13.49487 2.91586 -11.75994 1.582 -0.793 -1.368
O -12.43607 2.36946 -10.97891 -1.241 -1.206 1.389
C -12.98379 1.44204 -9.98540 0.423 0.311 -0.632
H -19.73951 4.83154 -11.84306 -0.737 -0.075 -0.085
H -19.71206 5.92104 -10.42914 -0.291 0.315 -0.125
H -19.93861 4.22419 -10.13443 0.226 -0.265 -0.277
H -17.57514 6.72425 -11.17976 -0.188 0.282 -0.121
H -17.53341 5.59809 -12.54865 0.359 0.104 -0.310
H -15.50826 5.73963 -10.14132 -0.335 0.128 0.151
H -15.30781 6.53540 -11.71995 0.008 0.284 0.015
H -13.60208 4.22679 -10.22219 -0.789 0.460 0.546
H -13.20666 5.09289 -11.68364 0.543 -0.204 -0.235
H -13.11213 2.95643 -12.77972 -0.001 -0.069 -0.205
H -14.38333 2.28577 -11.80158 -0.134 -0.032 0.389
H -13.33757 0.56722 -10.53096 -0.027 -0.251 0.081
H -13.81651 1.82041 -9.39252 -0.150 0.538 -0.274
H -12.23916 1.14696 -9.24610 0.403 0.169 -0.412
C -9.65020 -5.62133 -22.94773 0.452 -0.662 -0.147
O -9.15179 -5.37947 -21.65775 -0.154 -0.268 0.541
C -8.28093 -4.28333 -21.56256 -0.655 0.464 0.064
C -7.37860 -4.36062 -20.39433 1.709 -0.101 1.341
O -7.86403 -4.26549 -19.06106 -0.086 1.036 -0.381
C -8.93584 -5.10287 -18.76807 -1.200 0.918 1.104
C -9.33938 -4.92759 -17.24023 1.239 -1.100 -0.475
O -9.59879 -3.67435 -16.67048 -1.039 -0.724 -0.930
C -8.61750 -2.70519 -16.85212 -0.436 0.026 0.474
H -8.81912 -5.98238 -23.55357 0.173 0.654 -0.625
H -10.18044 -4.75190 -23.33637 0.100 -0.026 -0.317
H -10.28962 -6.50398 -22.96156 -0.408 0.273 0.574
H -8.81157 -3.33960 -21.43655 -0.609 0.210 -0.311
H -7.64300 -4.16751 -22.43877 0.074 -0.192 -0.266
H -6.72068 -3.49224 -20.42850 0.155 0.016 -0.387
H -6.72626 -5.23307 -20.43153 -0.030 -0.387 -0.244
H -8.58892 -6.09137 -19.06909 -0.742 -0.630 0.592
H -9.82010 -4.81040 -19.33434 -0.050 -0.187 -0.403
H -8.48894 -5.31461 -16.67890 0.059 -0.559 0.213
H -10.25080 -5.48189 -17.01628 0.227 -0.472 -0.230
H -8.71225 -2.31665 -17.86611 0.466 0.458 0.169
H -7.64422 -3.16172 -16.67211 0.319 0.413 -0.066
H -8.92320 -2.02628 -16.05605 0.763 0.781 -0.300
C -15.41757 -1.63231 -12.31071 -0.869 -0.195 -0.236
O -15.10899 -1.01240 -13.60354 2.360 0.563 -1.486
C -13.82963 -0.59241 -13.94408 0.473 0.511 1.935
O -13.42990 -0.04074 -14.99530 -1.622 -1.853 2.036
O -13.03219 -0.78110 -12.85966 -1.582 -0.313 -1.375
C -11.71980 -0.21682 -12.78967 0.216 0.133 -0.222
H -15.12778 -1.06526 -11.42608 0.156 0.264 -0.454
H -15.13199 -2.67577 -12.17751 0.873 0.165 -0.550
H -16.50186 -1.72171 -12.37720 -0.014 0.464 0.150
H -11.26739 -0.65007 -11.89764 -0.155 0.027 -0.177
H -11.84135 0.85963 -12.66894 0.377 0.003 -0.186
H -11.13892 -0.51010 -13.66411 -0.023 0.232 0.060
C -11.12464 7.86076 -17.15540 -0.035 0.125 0.525
O -12.20377 7.98147 -18.10840 -0.595 0.246 -0.322
C -13.41230 7.42845 -17.91861 1.746 -0.630 2.396
O -13.62922 6.55904 -17.06180 -0.429 1.557 -2.186
O -14.25269 8.05169 -18.74199 -0.208 -0.326 0.295
C -15.60709 7.65623 -18.67598 -1.447 -0.302 -0.258
H -11.43576 7.43964 -16.19938 -0.049 -0.589 -0.457
H -10.76572 8.84902 -16.86794 -0.233 0.255 -0.551
H -10.29679 7.34459 -17.64154 -0.246 -0.265 0.283
H -16.09256 7.70194 -17.70114 0.735 -0.120 0.423
H -15.75927 6.65942 -19.08988 0.190 -0.090 0.111
H -16.23275 8.33136 -19.25978 0.623 0.208 -0.356
C -15.85818 4.72449 -16.06797 -0.228 0.086 -0.852
O -16.38912 3.86026 -15.07461 0.981 -2.690 1.164
C -15.72140 2.68389 -14.77434 0.012 2.352 0.136
O -14.59904 2.36598 -15.22848 -2.599 0.205 0.358
O -16.35470 2.01639 -13.82296 1.745 -0.535 -0.849
C -17.59735 2.41157 -13.23464 -0.513 -0.210 0.211
H -14.96963 5.28079 -15.76946 -0.206 -0.336 0.060
H -16.68480 5.40183 -16.28248 0.168 0.120 0.067
H -15.70075 4.12497 -16.96456 0.396 0.229 -0.096
H -17.80552 1.72044 -12.41788 0.462 -0.188 -0.089
H -18.37596 2.21767 -13.97239 -0.100 0.723 0.032
H -17.53864 3.39307 -12.76421 -0.104 0.046 -0.574
C -11.36386 0.61341 -20.31720 -0.047 0.965 0.060
O -11.51471 -0.68804 -19.74827 0.154 0.600 2.603
C -11.76379 -0.75007 -18.37260 -0.986 0.195 -1.233
O -12.03392 0.19463 -17.59624 0.627 -1.629 -1.992
O -11.78460 -2.01644 -18.09195 -0.440 -0.308 0.184
C -12.15245 -2.54863 -16.78152 0.078 0.223 0.337
H -11.02281 0.57029 -21.35157 -0.283 -0.731 0.068
H -10.61507 1.23591 -19.82737 -0.020 -0.375 0.508
H -12.31724 1.14026 -20.27708 -0.034 -0.012 -0.069
H -11.84942 -3.59566 -16.78085 0.566 0.604 0.008
H -13.21514 -2.60657 -16.54605 -0.322 0.791 -0.768
H -11.66745 -1.89918 -16.05275 0.115 -0.555 0.192
C -11.06439 -1.44848 -8.53918 -1.325 -0.619 -0.173
O -9.86135 -0.89793 -9.05817 0.604 0.730 -0.721
C -9.40102 -1.26124 -10.28865 -0.605 -2.069 -1.342
O -9.76164 -2.27632 -10.91435 0.682 2.614 1.577
O -8.49647 -0.36067 -10.73355 -0.241 -0.291 1.303
C -7.93768 -0.49151 -12.05936 -1.127 -0.453 -0.353
H -11.55814 -0.86561 -7.76163 1.284 0.672 0.429
H -10.96286 -2.45299 -8.12838 0.315 -0.025 -0.374
H -11.90160 -1.40779 -9.23596 0.420 -0.539 -0.842
H -7.86210 -1.54335 -12.33508 0.036 0.077 0.048
H -6.98132 0.01470 -12.19068 -0.112 0.005 0.814
H -8.65643 0.00927 -12.70800 0.108 -0.105 -0.312
C -5.87305 1.98169 -9.29401 0.773 0.127 -0.106
O -7.15441 2.36448 -9.81783 -1.379 1.096 1.774
C -7.86008 3.35482 -9.13696 -0.322 0.520 0.444
O -7.55185 3.99607 -8.14123 0.130 -1.874 -2.170
O -9.07240 3.63597 -9.71797 0.538 -0.433 -0.232
C -9.63516 2.89171 -10.81980 0.421 -1.092 -0.452
H -5.68020 0.93083 -9.50986 -0.244 0.161 -0.883
H -5.66519 1.96732 -8.22411 -0.985 0.854 0.256
H -5.17543 2.67169 -9.76870 0.384 -0.433 0.081
H -10.52396 3.33890 -11.26496 0.568 0.874 0.493
H -10.02548 1.91656 -10.52855 0.295 -0.061 0.641
H -8.91917 2.66837 -11.61073 0.244 0.410 0.099
C -11.16416 3.99065 -19.53617 2.083 -0.027 0.499
O -12.53383 4.06585 -19.84757 -1.972 -0.504 1.175
C -13.40726 3.49439 -19.00489 -1.304 -0.323 -1.232
O -13.17065 2.71656 -18.08146 -0.143 1.455 -1.235
O -14.71968 3.73696 -19.35679 3.070 -1.502 2.270
C -15.04057 4.34860 -20.53141 -2.155 1.887 -2.796
H -10.67111 4.94804 -19.70469 -0.566 0.235 0.051
H -10.63125 3.30823 -20.19829 -0.435 -0.206 -0.051
H -10.98091 3.70732 -18.49970 -0.162 -0.038 -0.072
H -16.08724 4.63861 -20.43934 -0.036 0.322 0.478
H -15.15509 3.75648 -21.43936 0.898 -0.972 0.259
H -14.51411 5.24754 -20.85208 0.500 -0.083 0.666
C -9.73758 6.65977 -11.81429 0.352 -0.315 -0.009
C -9.48441 7.10523 -13.17985 -0.206 -0.730 0.698
N -9.29717 7.48484 -14.23929 0.091 0.324 -0.857
H -9.88269 7.57512 -11.24056 -0.210 -0.415 0.407
H -8.91689 6.06017 -11.42052 0.467 0.498 -0.035
H -10.53121 5.91599 -11.74317 -0.537 0.582 -0.244